(1)
Molecular formula: C2H9N2
Method: DFT, wB97M-V/def2-TZVPD

Its LUMO energy is -4.00 eV. The SMILES is NCC[NH3+]. Its net charge is +1. As for the HOMO energy: -13.41 eV. The calculated total energy is -190.84795 hartree. The strongest force on any atom is 1.1 eV/A. As for the energy relative to the best compared isomer or geometry (same formula, charge and spin): 16.5 kcal/mol.

Structure (XYZ):
```
13
Properties=species:S:1:pos:R:3:forces:R:3
N 0.182217 0.824475 -1.705213 0.03 0.19 0.71
N -0.009300 -0.711380 1.698922 0.20 -1.02 0.36
C 0.420391 -0.473096 0.270445 -0.12 0.03 -0.17
C -0.504517 0.466906 -0.476737 0.34 0.14 0.03
H 0.692977 0.065238 -2.127518 -0.27 -0.03 -0.32
H 0.794409 -1.055626 2.248333 -0.24 0.47 -0.10
H -0.408760 0.114189 2.152338 0.14 0.02 -0.06
H -0.407162 1.324259 -2.349727 0.06 -0.13 -0.23
H -1.478903 -0.006164 -0.615693 -0.19 -0.02 0.01
H 0.446858 -1.444306 -0.215257 0.13 -0.13 0.06
H -0.628813 1.370929 0.135775 -0.16 -0.04 -0.14
H 1.417935 -0.051831 0.296925 0.16 0.07 0.08
H -0.685905 -1.484281 1.781349 -0.09 0.46 -0.22
```
Forces are in eV/Å.

natural (NBO) atomic charges, in units of e: N -0.833; N -0.672; C -0.227; C -0.232; H 0.372; H 0.452; H 0.449; H 0.395; H 0.187; H 0.227; H 0.194; H 0.240; H 0.447

***

(2)
Molecular formula: C8H12O10Rb4S
Method: DFT, wB97M-V/def2-TZVPD

Its LUMO energy is -6.26 eV. Its net charge is +2. As for the HOMO energy: -14.82 eV. The calculated total energy is -1558.65699 hartree. The strongest force on any atom is 3.6 eV/A. As for the energy relative to the best compared isomer or geometry (same formula, charge and spin): 0.0 kcal/mol.

Structure (XYZ):
```
35
Properties=species:S:1:pos:R:3:forces:R:3
Rb 1.206644 -0.472474 4.916386 -0.19 -0.06 -0.21
Rb 2.574384 2.380846 -0.605154 -0.20 0.02 -0.45
Rb 0.047856 -3.568956 1.895883 0.14 0.05 -0.21
Rb 3.554947 2.587187 3.611949 0.04 0.04 -0.05
S 1.528026 -0.190771 1.684122 3.61 -0.50 0.03
O 0.059649 0.707072 -4.457270 -0.17 -0.47 0.10
O 2.549700 -1.055667 2.352260 -0.52 -0.02 0.35
O 1.799468 -0.061940 -3.277507 -0.27 -0.26 0.45
O -2.666612 1.508989 3.145375 -0.41 -0.58 0.25
O -2.123445 3.033526 1.652528 -0.32 0.43 -0.48
O -0.108020 -1.228489 -3.293420 -0.23 -0.18 0.24
O -2.444153 3.649166 3.782444 0.11 -0.33 -0.19
O 0.232747 -0.799618 1.946482 -1.56 -0.30 -0.25
O 1.927759 0.009971 0.288083 -1.05 -0.86 -0.70
O 1.631617 1.153541 2.284334 -0.45 1.59 1.42
C -2.439646 2.817116 2.928904 0.31 0.61 0.80
C -1.312775 1.670276 -0.138923 -0.26 0.23 -0.08
C 2.077336 -1.253260 -2.534111 0.09 -0.60 -0.37
C 0.623865 -3.356354 -2.408774 -0.34 0.72 0.17
C 0.512601 -0.144060 -3.763591 0.58 1.21 -0.05
C -2.455559 1.897004 0.850934 0.55 -0.37 -0.16
C 0.689910 -1.847995 -2.275673 0.74 -0.07 -0.14
C -2.705612 0.811235 1.917240 -0.77 -0.83 -1.02
H -0.407636 -3.675245 -2.254530 0.08 -0.21 0.05
H -2.088511 -0.088324 1.940102 0.80 0.63 0.01
H -0.512775 2.344822 0.167965 0.25 -0.33 0.21
H -3.406283 2.077578 0.349794 0.13 0.28 -0.09
H 0.925419 -3.644046 -3.413052 0.14 -0.17 0.07
H -3.684249 0.380619 1.671523 -0.28 0.38 0.73
H -1.000285 0.628500 -0.123421 0.24 0.06 -0.08
H 2.595520 -1.050862 -1.603051 -0.01 0.29 -0.03
H -1.550035 1.975976 -1.158571 -0.29 -0.20 0.04
H 2.693774 -1.916965 -3.146322 -0.06 0.04 -0.08
H 1.286239 -3.778374 -1.650501 0.00 -0.28 -0.15
H 0.388136 -1.500024 -1.282437 -0.45 0.02 -0.12
```
Forces are in eV/Å.

Mulliken atomic charges, in units of e: Rb 0.928; Rb 0.922; Rb 0.996; Rb 1.017; S 0.691; O -0.507; O -0.684; O -0.366; O -0.359; O -0.427; O -0.387; O -0.541; O -0.611; O -0.586; O -0.709; C 0.618; C -0.587; C -0.353; C -1.455; C 0.609; C 0.270; C 1.242; C -0.083; H 0.354; H -0.010; H 0.120; H 0.337; H 0.363; H 0.315; H -0.062; H 0.257; H 0.430; H 0.291; H 0.379; H -0.411

***

(3)
Molecular formula: C6H14N4
Method: DFT, wB97M-V/def2-TZVPD

Its LUMO energy is -6.59 eV. Its net charge is +2. As for the HOMO energy: -16.43 eV. The calculated total energy is -455.24200 hartree. The strongest force on any atom is 4.3 eV/A. As for the energy relative to the best compared isomer or geometry (same formula, charge and spin): 142.4 kcal/mol.

Structure (XYZ):
```
24
Properties=species:S:1:pos:R:3:forces:R:3
N -1.951175 1.246644 -2.353650 3.34 -0.43 -2.67
N 1.926443 -1.282059 1.565152 -0.51 -1.03 0.06
N 2.791785 -0.284894 1.870105 -2.36 -0.23 0.08
N -1.484004 0.257734 -1.390759 0.37 0.31 0.93
C 1.524214 -1.708920 0.472241 0.51 -0.21 -2.19
C 1.023513 -2.356083 -0.532876 -0.62 -0.20 -0.46
C -1.648079 2.631521 -1.779749 2.24 0.02 0.40
C 1.045474 -1.848659 2.631815 -0.68 3.89 0.73
C -1.189091 0.962326 -0.115350 -1.18 1.14 -2.22
C -1.241554 2.287092 -0.329162 -0.78 -0.90 -0.41
H 0.308278 -0.936718 2.737163 1.14 -2.23 0.74
H 0.140521 -2.051629 -1.142076 0.88 0.16 0.76
H 1.635593 -2.100672 3.489880 0.14 0.19 0.66
H -1.212911 1.138564 -3.216324 -2.66 0.19 2.22
H -0.715267 3.056352 -2.287247 -1.24 -0.79 0.36
H -1.032918 3.067633 0.374181 0.04 0.12 0.24
H 0.595593 -2.704691 2.233076 -0.76 -1.06 -0.41
H -2.432135 3.331795 -2.023458 -0.52 0.00 0.55
H 3.138510 -0.322532 2.771197 0.79 -0.30 2.05
H -1.034650 0.379025 0.788399 0.10 0.17 -0.39
H -2.076075 -0.559895 -1.401147 -0.37 0.09 0.30
H 3.379110 0.053472 1.188540 1.44 0.51 -2.05
H -2.904504 1.083665 -2.730313 0.42 0.22 0.56
H 1.413328 -3.339071 -0.819640 0.26 0.38 0.14
```
Forces are in eV/Å.

natural (NBO) atomic charges, in units of e: N -0.379; N -0.098; N -0.580; N -0.463; C 0.366; C -0.410; C -0.259; C -0.388; C -0.046; C -0.221; H 0.231; H 0.265; H 0.252; H 0.467; H 0.251; H 0.273; H 0.245; H 0.269; H 0.409; H 0.246; H 0.404; H 0.412; H 0.459; H 0.294

***

(4)
Molecular formula: C27H50BN3O2P2RuSSe4
Method: DFT, wB97M-V/def2-TZVPD

Its LUMO energy (spin up / spin down) is 2.47 / 1.71 eV. Its net charge is -1. As for the HOMO energy (spin up / spin down): -4.02 / -4.43 eV. Its spin multiplicity is 6. The calculated total energy is -12180.06464 hartree. The strongest force on any atom is 0.4 eV/A. As for the energy relative to the best compared isomer or geometry (same formula, charge and spin): 0.0 kcal/mol. As for the expectation value of S²: 8.783.

Structure (XYZ):
```
91
Properties=species:S:1:pos:R:3:forces:R:3
Ru 0.691670 -0.671584 -0.601594 -0.25 0.03 -0.32
Se 2.891905 0.828157 -3.338723 -0.04 -0.08 -0.05
Se 2.692853 2.372328 -1.617459 -0.08 -0.01 0.04
Se 0.942170 -0.461452 -3.130756 0.12 0.06 0.06
Se 2.286944 0.958471 0.224200 0.05 -0.02 0.03
S -2.381168 -1.333669 0.430775 0.14 -0.14 -0.17
P -1.374065 1.415811 0.348851 -0.13 -0.07 -0.10
P 1.623431 -2.861602 -0.174723 0.20 -0.15 0.02
O -3.638035 -1.493694 -0.357042 -0.01 0.05 0.03
O 1.347017 4.505294 0.686773 -0.02 0.08 0.16
N -1.418756 -0.196239 -0.258638 0.04 0.26 0.08
N 1.213392 -1.930878 2.232789 0.07 -0.01 -0.10
N -0.147870 -0.093754 2.387186 0.15 0.01 -0.11
C -4.031437 1.229064 1.652299 0.04 -0.05 0.04
C 4.001334 -4.471647 -0.330709 -0.01 -0.02 -0.02
C -2.334437 1.428123 -3.956741 -0.01 0.04 0.03
C -0.439637 -3.940799 -1.636142 -0.01 0.00 0.00
C 1.235680 -2.481353 4.688425 0.00 -0.01 -0.02
C -2.032298 2.851265 -3.640080 -0.02 -0.05 -0.02
C 4.142913 -2.052002 -0.887774 -0.02 0.01 0.01
C 0.390675 -4.271060 -0.389778 0.02 -0.02 0.00
C 3.065957 -3.598018 -2.484805 -0.03 0.02 -0.01
C -0.071566 -0.944248 6.021713 0.00 -0.01 0.02
C 0.886451 -1.757848 3.564859 -0.02 -0.01 0.04
C 0.019889 6.117329 -0.443893 0.02 0.02 -0.03
C -3.162240 1.978503 0.641055 0.05 -0.05 0.05
C -0.524939 -4.306638 0.841846 -0.03 0.03 -0.01
C -3.856848 1.979584 -0.721715 0.01 0.03 0.03
C 1.260433 5.631473 0.265042 0.03 -0.10 -0.08
C 3.260571 -3.302553 -0.995346 -0.02 -0.04 0.04
C -0.424775 -0.207245 4.890035 0.01 0.03 -0.04
C 0.742928 -2.062674 5.925749 -0.01 0.01 0.02
C -3.016116 3.432858 1.108866 0.04 -0.03 0.01
C -2.940275 3.921564 -4.134845 0.02 0.02 -0.01
C -0.646627 3.196991 -3.235313 0.08 -0.03 0.04
C 0.982517 -5.676386 -0.528364 0.00 0.02 0.03
C 2.409928 6.607667 0.376606 0.00 -0.01 -0.03
C 2.058270 -2.931372 1.636824 -0.05 0.03 0.03
C -0.792700 1.180277 2.144779 -0.06 0.04 0.02
C 0.048045 -0.618310 3.656600 0.02 -0.04 0.07
B 0.594748 -0.895415 1.443812 -0.07 -0.03 0.24
H 1.606318 -5.938711 0.328041 -0.01 0.00 0.00
H -3.650723 1.323600 2.671043 0.01 -0.02 0.02
H 5.005796 -4.527206 -0.761099 0.00 0.01 0.00
H -2.543211 4.037106 0.333025 0.02 0.04 0.01
H 3.521439 -5.431500 -0.506505 0.00 0.02 0.01
H -0.285436 7.102109 -0.085512 0.00 -0.01 0.02
H 0.186231 -3.843393 -2.525416 -0.02 0.00 -0.01
H 4.120826 -4.338998 0.745648 0.00 0.02 0.01
H -0.589811 4.178143 -2.756033 -0.02 0.01 -0.01
H -0.083793 1.996562 2.325642 -0.01 -0.01 0.02
H 0.151944 -6.388536 -0.554963 0.00 0.00 -0.01
H 3.715222 -1.210160 -1.430967 0.00 -0.01 0.01
H -0.991239 -3.006278 -1.513540 0.02 0.01 0.02
H 0.035926 3.219113 -4.102186 0.00 0.01 0.00
H 4.051455 -3.724827 -2.943658 0.00 0.01 -0.01
H -1.050837 0.671285 4.978698 0.00 0.00 0.00
H 2.561651 -2.769997 -2.984371 0.00 0.01 -0.01
H 3.120070 -2.699289 1.765298 0.00 0.02 0.01
H 3.236888 6.134571 0.899603 0.01 0.02 0.00
H -1.831682 1.107953 -4.883491 -0.01 -0.01 0.00
H 2.095644 7.511905 0.901628 -0.01 -0.01 0.02
H -4.822623 2.491284 -0.634904 0.00 -0.02 -0.01
H -1.623215 1.297812 2.840766 -0.07 0.01 0.00
H 1.006487 -2.613767 6.819758 0.00 0.00 0.00
H -1.968376 0.761007 -3.171185 0.00 0.01 0.01
H 1.882016 -3.347499 4.610574 0.00 0.00 0.00
H 0.242757 6.213348 -1.509905 0.00 0.00 0.00
H -0.779735 5.393704 -0.316787 -0.03 -0.02 0.00
H -0.032526 -4.783527 1.691258 -0.01 0.00 0.01
H -3.988471 3.614722 -4.089656 0.00 -0.01 0.00
H -4.029697 0.969417 -1.090442 0.01 -0.07 0.03
H 2.730686 6.910667 -0.622805 0.00 0.00 0.00
H 1.561158 -5.814476 -1.439399 0.01 0.02 -0.01
H -5.037170 1.664421 1.645296 0.00 0.02 0.00
H -4.005524 3.852493 1.319047 0.01 0.01 -0.01
H -1.412591 -4.896221 0.596328 0.00 -0.01 0.01
H -2.414006 3.516127 2.019210 -0.03 0.01 -0.01
H 1.882432 -3.927612 2.053403 0.01 0.00 0.00
H -1.169461 -4.737947 -1.806525 0.01 -0.01 -0.01
H -3.406017 1.260081 -4.086253 -0.01 0.00 0.00
H 2.498142 -4.509826 -2.668159 -0.01 -0.02 0.02
H -2.827154 4.844018 -3.557234 0.01 -0.01 0.00
H -3.253761 2.514159 -1.458338 0.02 0.01 -0.08
H -0.863132 -3.320805 1.148616 0.01 -0.01 -0.01
H -4.131132 0.169767 1.421151 -0.07 0.12 0.00
H -2.733585 4.186320 -5.186638 0.00 -0.01 0.00
H 4.297978 -1.732449 0.144460 0.01 0.00 0.00
H -0.437244 -0.631203 6.991750 0.00 0.00 0.00
H -0.224398 2.462025 -2.545197 -0.06 0.02 -0.02
H 5.119550 -2.283809 -1.323720 0.01 0.02 0.00
```
Forces are in eV/Å.

Mulliken atomic charges, in units of e: Ru -0.317; Se -0.329; Se -0.175; Se -0.413; Se -0.276; S 0.129; P 0.610; P 1.624; O -0.615; O -0.434; N -0.519; N 1.087; N 0.686; C -1.840; C -1.760; C -0.717; C -1.578; C -0.799; C 0.666; C -1.604; C 2.175; C -1.369; C -0.726; C 0.672; C -0.371; C 1.979; C -1.683; C -1.820; C 0.866; C 1.982; C -0.889; C -0.765; C -1.677; C -1.518; C 0.037; C -2.079; C -1.338; C -1.793; C -1.090; C 0.628; B -0.707; H 0.358; H 0.336; H 0.552; H 0.073; H 0.312; H 0.464; H 0.318; H 0.239; H -0.169; H 0.291; H 0.542; H 0.084; H 0.104; H 0.386; H 0.551; H 0.404; H -0.033; H 0.617; H 0.315; H 0.328; H 0.366; H 0.539; H 0.144; H 0.380; H -0.163; H 0.442; H 0.267; H -0.400; H 0.328; H 0.360; H 0.322; H 0.331; H 0.309; H 0.543; H 0.494; H 0.559; H 0.327; H 0.493; H 0.504; H 0.358; H 0.259; H 0.283; H 0.167; H 0.027; H 0.394; H 0.385; H 0.277; H 0.384; H -0.306; H 0.616

***

> What is the energy relative to the best compared isomer or geometry (same formula, charge and spin) in the third record?

142.4 kcal/mol

***

> Which of these has the highest strongest force on any atom?

C6H14N4

***

> What is the formula in the second record?

C8H12O10Rb4S

***

> Which value of energy relative to the best compared isomer or geometry (same formula, charge and spin) does entry 4 give?

0.0 kcal/mol